Below is a molecular structure, C9H11ClCuN2O3, with properties calculated with ωB97M-V with the def2-TZVPD basis set.

Summary:
total charge	+1
LUMO level (spin up / spin down)	-3.668 / -7.632	eV
total energy	-2785.10005	a.u.
frontier orbital gap (spin up / spin down)	8.3981 / 4.2313	eV
2S+1	3

Atoms and positions in Å:
1 Cu 0.413 -0.131 -0.284
2 Cl 2.487 0.521 -1.690
3 O -1.376 -3.723 -0.853
4 C -0.945 -2.444 -0.860
5 O -1.262 -1.615 0.029
6 O 0.015 -2.045 -1.580
7 H -0.913 -3.971 -1.657
8 N 2.189 -1.319 1.714
9 C 0.905 -1.398 2.142
10 C 0.427 -0.082 2.324
11 C 1.461 0.821 2.011
12 C 2.485 0.039 1.627
13 H 2.739 -2.153 1.564
14 H 0.443 -2.341 2.393
15 H -0.523 0.209 2.747
16 H 1.536 1.882 2.203
17 H 3.486 0.353 1.369
18 N -1.940 1.205 -2.209
19 C -2.099 1.066 -0.842
20 C -1.231 1.881 -0.106
21 C -0.647 2.594 -1.031
22 C -0.937 2.145 -2.276
23 H -2.398 0.732 -2.975
24 H -2.808 0.289 -0.595
25 H -1.083 1.849 0.964
26 H 0.127 3.327 -0.856
27 H -0.553 2.309 -3.272